[1]
This record from OMol25 describes one molecule with the formula C5H5NO at a distorted geometry. The level of theory is wB97M-V/def2-TZVPD.

Results
energy above the lowest of the compared OMol25 structures with the same formula, charge and spin: 445.87 kJ/mol
LUMO: -0.02 eV
highest occupied orbital energy: -8.716 eV
Kohn-Sham gap: 8.691 eV

Cartesian coordinates (Å):
C -1.1837 -1.0142 -0.6071
C -0.7020 0.1926 -1.0206
C -0.4468 -1.6549 0.4497
C 0.2389 0.8502 -0.1247
C 1.3387 1.7214 0.4396
N 0.3767 0.7759 1.1327
O -0.1964 -1.1353 1.5181
H -1.8366 -1.8095 -1.0791
H -0.9883 0.7071 -1.9499
H -0.2383 -2.7813 0.3053
H 2.3097 1.3561 0.2587
H 1.3281 2.7919 0.6773

Löwdin charges, unit e, in atom order: -0.05 -0.01 -0.29 -0.26 -0.06 0.13 0.01 0.13 0.11 0.14 0.05 0.08

[2]
This record from OMol25 describes a 4-piece molecular cluster, C15H22N5O10 overall. The level of theory is wB97M-V/def2-TZVPD.

Results
charge: +1
LUMO: -4.55 eV
highest occupied orbital energy: -12.597 eV
Kohn-Sham gap: 8.052 eV

Cartesian coordinates (Å):
N 2.3199 -5.7061 -0.2613
C 1.7599 -5.0884 -1.0459
O 1.0376 -4.3754 -1.9005
N -0.1164 -3.9292 -1.2918
C -0.3335 -2.8006 -0.6219
N -1.5632 -2.7862 -0.1430
C -2.1324 -3.9334 -0.5235
N -3.3680 -4.3600 -0.2462
N -1.2559 -4.6678 -1.2692
H 0.4204 -2.0430 -0.4966
H -4.1336 -3.7176 -0.1388
H -3.5447 -5.3443 -0.1562
H -1.3436 -5.5689 -1.7166
C -2.6281 -0.0507 1.5824
C -2.5260 0.5678 2.9649
C -2.3983 -0.4021 4.1188
O -2.9700 0.3308 5.2031
C -3.8720 1.2063 4.6798
O -4.6549 1.8275 5.3122
O -3.7418 1.2524 3.3294
H -2.6580 -1.1382 1.6277
H -3.5238 0.2975 1.0710
H -1.7710 0.2265 0.9764
H -1.7200 1.3038 2.9948
H -1.3704 -0.6735 4.3512
H -2.9903 -1.3083 3.9614
C 2.4096 0.7093 3.1309
C 2.0583 0.9657 1.6737
C 2.5810 2.2548 1.0866
O 1.6137 2.5339 0.0608
C 0.4447 1.9770 0.4323
O -0.5976 2.1641 -0.1073
O 0.6276 1.1481 1.4941
H 2.9489 1.5486 3.5683
H 1.5087 0.5435 3.7186
H 3.0442 -0.1694 3.2300
H 2.3522 0.1172 1.0497
H 3.5726 2.1673 0.6505
H 2.5659 3.0744 1.8070
C 0.9694 3.6660 -4.9529
C 1.7978 2.4233 -4.6717
C 1.3604 1.5904 -3.4887
O 2.5844 0.9689 -3.0738
C 3.6031 1.7949 -3.4377
O 4.7227 1.6753 -3.0662
O 3.1449 2.7609 -4.2625
H 0.1931 3.8120 -4.2013
H 1.6035 4.5496 -4.9633
H 0.4774 3.5937 -5.9209
H 1.8814 1.8040 -5.5674
H 0.6224 0.8311 -3.7397
H 0.9892 2.2006 -2.6616

Löwdin charges, unit e, in atom order: 0.24 -0.25 0.13 -0.06 0.01 0.20 -0.34 0.22 0.23 0.17 0.14 0.13 0.21 -0.02 -0.31 -0.10 0.06 -0.56 0.18 0.08 0.05 0.10 0.05 0.15 0.13 0.13 0.00 -0.30 -0.07 0.07 -0.57 0.16 0.05 0.09 0.08 0.09 0.15 0.15 0.14 0.00 -0.30 -0.10 0.04 -0.57 0.17 0.09 0.08 0.09 0.08 0.16 0.13 0.12

[3]
This record from OMol25 describes C29H33AlCl3N5O3S3 as an isolated structure. The level of theory is wB97M-V/def2-TZVPD.

Results
charge: +2
LUMO: -6.38 eV
highest occupied orbital energy: -12.665 eV
Kohn-Sham gap: 6.287 eV

Cartesian coordinates (Å):
Al -0.6014 0.2090 -0.2263
C -0.1945 -2.6039 0.3602
N -0.1876 -1.7098 -0.8313
C -1.1833 -2.2581 -1.8020
C 1.1669 -1.7409 -1.4675
C 1.9741 -0.5717 -0.9522
N 1.1651 0.6655 -1.1041
C 1.9023 1.7986 -0.4869
C 0.9569 0.9851 -2.5484
H -0.1806 -3.6453 0.0361
H -1.0922 -2.4278 0.9527
H 0.6884 -2.4256 0.9687
H -0.8242 -3.2175 -2.1768
H -1.3170 -1.5727 -2.6381
H -2.1390 -2.4038 -1.3096
H 1.0450 -1.6638 -2.5458
H 1.6550 -2.6947 -1.2663
H 2.9194 -0.4779 -1.4918
H 2.2116 -0.6873 0.1096
H 2.8025 2.0090 -1.0675
H 2.1922 1.5321 0.5270
H 1.2763 2.6887 -0.4621
H 1.9062 0.9223 -3.0835
H 0.5598 1.9918 -2.6395
H 0.2445 0.3005 -3.0085
Cl 4.4225 6.2007 4.1025
C 3.9858 4.5415 4.2349
C 3.1876 3.9591 3.2615
C 2.8731 2.6185 3.3749
C 3.3176 1.8281 4.4326
C 2.9547 0.3614 4.5266
C 1.4634 0.1445 4.7975
N 0.6260 0.5330 3.6584
C -0.1875 1.6358 3.5572
C -0.6617 1.6528 2.2886
N -0.1485 0.5529 1.6093
C 0.6233 -0.0929 2.4852
O 3.2552 -0.4195 3.3671
C 4.4932 -0.1091 2.7104
C 5.6688 -0.2157 3.6302
C 6.6703 0.7061 3.7174
Cl 6.7881 2.1681 2.8276
S 7.8655 0.2864 4.8698
C 7.0293 -1.1539 5.2595
C 5.8911 -1.2975 4.5337
C 4.0995 2.4565 5.4037
Cl 4.6771 1.5894 6.7856
C 4.4422 3.7972 5.3088
H 2.8349 4.5525 2.4290
H 2.2694 2.1620 2.6016
H 3.4696 -0.0634 5.3897
H 1.1678 0.7359 5.6609
H 1.2660 -0.9052 5.0107
H -0.3373 2.3141 4.3790
H -1.2968 2.3786 1.8131
H 1.2025 -0.9809 2.3175
H 4.4585 0.8909 2.2715
H 4.5673 -0.8387 1.9010
H 7.4278 -1.8218 6.0061
H 5.2260 -2.1449 4.6277
H 5.0596 4.2530 6.0697
O -0.8599 4.0452 0.0137
S -1.4828 3.4430 -1.1250
O -0.9215 3.6419 -2.4206
N -1.5698 1.7710 -0.8119
C -2.8193 1.3810 -0.5576
S -2.9722 -0.2051 -0.0054
C -3.8276 2.4105 -0.7569
C -5.2070 2.3079 -0.6487
C -5.9632 3.4405 -0.9156
C -5.3577 4.6396 -1.2786
C -3.9726 4.7520 -1.3825
C -3.2378 3.6201 -1.1145
H -5.6744 1.3718 -0.3729
H -7.0410 3.3923 -0.8444
H -5.9744 5.5040 -1.4841
H -3.5050 5.6862 -1.6625

Löwdin charges, unit e, in atom order: 0.11 -0.03 -0.28 -0.05 -0.13 -0.13 -0.27 -0.01 -0.01 0.12 0.10 0.09 0.12 0.10 0.06 0.13 0.15 0.15 0.12 0.12 0.08 0.09 0.12 0.07 0.09 0.73 -0.66 -0.08 -0.05 -0.20 -0.28 -0.01 -0.02 0.01 -0.05 0.05 -0.09 -0.12 -0.15 -0.34 -0.97 0.70 1.03 -0.39 -0.14 -0.57 0.78 -0.11 0.11 0.09 0.11 0.15 0.15 0.15 0.11 0.13 0.09 0.13 0.08 0.12 0.12 -0.25 0.71 -0.24 -0.11 -0.67 0.93 -0.20 0.02 -0.02 -0.01 0.01 -0.20 0.13 0.13 0.13 0.14

[4]
This record from OMol25 describes one molecule with the formula C18H22N4O at a distorted geometry. The level of theory is wB97M-V/def2-TZVPD.

Results
energy above the lowest of the compared OMol25 structures with the same formula, charge and spin: 210.83 kJ/mol
LUMO: 0.13 eV
highest occupied orbital energy: -8.325 eV
Kohn-Sham gap: 8.453 eV

Cartesian coordinates (Å):
O 4.1693 -2.0227 0.5728
N 1.2383 5.5240 1.1312
N -0.3829 2.1591 -0.6680
C 3.5607 -1.0501 0.1664
C 0.5215 4.5783 0.5561
C 0.6862 2.1629 0.1482
C 2.3393 4.9116 1.7130
C 2.2914 3.5729 1.4668
C -2.6561 -0.3585 -2.1271
C -1.7721 -1.4284 -2.3973
C -2.1559 0.8404 -1.6144
C -0.4238 -1.3315 -1.9516
C -0.8293 0.9681 -1.2452
C 0.0479 -0.1427 -1.2822
N 1.1185 3.3415 0.7121
N 1.2834 0.9374 0.4632
C 4.2999 0.2979 0.0886
C -2.1306 -1.2617 3.3981
C 2.1368 -1.2989 -0.3488
C 0.9596 0.4411 1.8400
C 1.4457 0.0272 -0.7041
C -0.7734 -0.6445 3.3489
C -0.4477 -0.1897 1.9124
H -0.3872 4.8128 -0.0414
H 3.1690 5.4886 2.1697
H 3.0431 2.8633 1.7868
H -3.7088 -0.3467 -2.4144
H -2.0595 -2.3567 -2.8600
H -2.7713 1.7194 -1.4283
H 0.2246 -2.1816 -2.0787
H 3.7857 1.0766 0.6596
H 5.3197 0.1699 0.5155
H 4.4104 0.6217 -0.9336
H -2.4662 -1.4059 4.4209
H -2.0946 -2.2385 2.9142
H -2.8897 -0.6756 2.8806
H 1.5764 -1.8469 0.4036
H 2.1673 -1.8913 -1.2541
H 0.9191 1.2833 2.5716
H 1.6568 -0.2889 2.2211
H 2.0082 0.6094 -1.4619
H -0.7786 0.2242 4.0237
H -0.0604 -1.3427 3.7484
H -0.5496 -1.0367 1.2287
H -1.2284 0.5214 1.5619

Löwdin charges, unit e, in atom order: 0.07 0.05 0.18 -0.40 -0.13 -0.27 -0.14 -0.06 -0.08 -0.07 -0.04 -0.02 -0.26 -0.11 0.01 -0.03 0.00 -0.13 -0.05 -0.12 -0.22 -0.28 -0.19 0.14 0.11 0.10 0.10 0.09 0.11 0.09 0.05 0.10 0.08 0.07 0.08 0.08 0.13 0.12 0.13 0.11 0.16 0.11 0.10 0.11 0.13

Copy entry 2 word for word.
This record from OMol25 describes a 4-piece molecular cluster, C15H22N5O10 overall. The level of theory is wB97M-V/def2-TZVPD.

Results
charge: +1
LUMO: -4.55 eV
highest occupied orbital energy: -12.597 eV
Kohn-Sham gap: 8.052 eV

Cartesian coordinates (Å):
N 2.3199 -5.7061 -0.2613
C 1.7599 -5.0884 -1.0459
O 1.0376 -4.3754 -1.9005
N -0.1164 -3.9292 -1.2918
C -0.3335 -2.8006 -0.6219
N -1.5632 -2.7862 -0.1430
C -2.1324 -3.9334 -0.5235
N -3.3680 -4.3600 -0.2462
N -1.2559 -4.6678 -1.2692
H 0.4204 -2.0430 -0.4966
H -4.1336 -3.7176 -0.1388
H -3.5447 -5.3443 -0.1562
H -1.3436 -5.5689 -1.7166
C -2.6281 -0.0507 1.5824
C -2.5260 0.5678 2.9649
C -2.3983 -0.4021 4.1188
O -2.9700 0.3308 5.2031
C -3.8720 1.2063 4.6798
O -4.6549 1.8275 5.3122
O -3.7418 1.2524 3.3294
H -2.6580 -1.1382 1.6277
H -3.5238 0.2975 1.0710
H -1.7710 0.2265 0.9764
H -1.7200 1.3038 2.9948
H -1.3704 -0.6735 4.3512
H -2.9903 -1.3083 3.9614
C 2.4096 0.7093 3.1309
C 2.0583 0.9657 1.6737
C 2.5810 2.2548 1.0866
O 1.6137 2.5339 0.0608
C 0.4447 1.9770 0.4323
O -0.5976 2.1641 -0.1073
O 0.6276 1.1481 1.4941
H 2.9489 1.5486 3.5683
H 1.5087 0.5435 3.7186
H 3.0442 -0.1694 3.2300
H 2.3522 0.1172 1.0497
H 3.5726 2.1673 0.6505
H 2.5659 3.0744 1.8070
C 0.9694 3.6660 -4.9529
C 1.7978 2.4233 -4.6717
C 1.3604 1.5904 -3.4887
O 2.5844 0.9689 -3.0738
C 3.6031 1.7949 -3.4377
O 4.7227 1.6753 -3.0662
O 3.1449 2.7609 -4.2625
H 0.1931 3.8120 -4.2013
H 1.6035 4.5496 -4.9633
H 0.4774 3.5937 -5.9209
H 1.8814 1.8040 -5.5674
H 0.6224 0.8311 -3.7397
H 0.9892 2.2006 -2.6616

Löwdin charges, unit e, in atom order: 0.24 -0.25 0.13 -0.06 0.01 0.20 -0.34 0.22 0.23 0.17 0.14 0.13 0.21 -0.02 -0.31 -0.10 0.06 -0.56 0.18 0.08 0.05 0.10 0.05 0.15 0.13 0.13 0.00 -0.30 -0.07 0.07 -0.57 0.16 0.05 0.09 0.08 0.09 0.15 0.15 0.14 0.00 -0.30 -0.10 0.04 -0.57 0.17 0.09 0.08 0.09 0.08 0.16 0.13 0.12

Q: Which value of Kohn-Sham gap does entry 2 give?
A: 8.052 eV